3 unconnected molecules or ions with the total composition C23H52NO8S3Si at a distorted geometry. Source: the Open Molecules 2025 dataset; level of theory: ωB97M-V with the def2-TZVPD basis set.

Calculated values
Orbital gap (spin up / spin down): 8.52 / 9.62 eV
2S+1: 2
DFT total energy: -82947.172 eV
HOMO energy (spin up / spin down): -8.055 / -9.156 eV

Positions of all 88 atoms, in Å:
C 4.3240 -1.6748 2.2905
C 3.5555 -0.8819 1.2130
C 3.0713 0.3856 1.9256
C 2.3278 -1.7280 0.7605
C 2.0891 -2.0327 -0.7501
C 2.1298 -3.5757 -0.9701
C 0.8749 -4.3826 -0.6577
C 0.6418 -4.6470 0.8242
S -0.9337 -5.5333 0.9851
C 0.7779 -1.4570 -1.3089
C -0.4167 -1.4054 -0.3630
O -0.3873 -0.1570 0.3458
Si -1.8548 0.4946 0.8352
C -2.2049 2.0141 -0.2103
C -1.5808 1.1073 2.6011
C -3.2622 -0.7365 0.8695
C 3.2228 -1.4835 -1.6886
C 3.8996 -0.2257 -1.1739
C 5.0455 0.1257 -2.1397
C 2.9861 0.9767 -1.1044
N 4.5149 -0.5744 0.1272
O 5.4696 -1.4270 0.0015
H 5.2772 -1.2169 2.5181
H 3.7200 -1.6305 3.1906
H 4.4206 -2.7146 2.0103
H 2.4105 0.9882 1.3146
H 3.9079 0.9867 2.2704
H 2.5083 0.0811 2.7977
H 1.4566 -1.2700 1.2109
H 2.4290 -2.6751 1.2681
H 2.3292 -3.7183 -2.0309
H 2.9930 -3.9725 -0.4451
H 1.0114 -5.3697 -1.0923
H -0.0206 -3.9837 -1.1232
H 1.4577 -5.2698 1.1667
H 0.6219 -3.7432 1.4148
H -0.7588 -6.2558 2.1003
H 0.5048 -2.0686 -2.1681
H 0.8954 -0.4595 -1.7059
H -0.3634 -2.2064 0.3672
H -1.3268 -1.5321 -0.9463
H -2.5843 1.8151 -1.2062
H -2.8509 2.6838 0.3476
H -1.2530 2.5268 -0.3277
H -1.7309 0.2818 3.2865
H -2.2630 1.9129 2.8514
H -0.5590 1.4601 2.6868
H -3.6603 -0.8668 -0.1342
H -3.0039 -1.7063 1.2801
H -4.0651 -0.2758 1.4356
H 2.7503 -1.2819 -2.6451
H 3.9571 -2.2573 -1.8679
H 5.6302 -0.7407 -2.4070
H 4.5948 0.5369 -3.0368
H 5.6542 0.9081 -1.6981
H 2.0881 0.7182 -0.5472
H 2.6496 1.2645 -2.0900
H 3.4345 1.8076 -0.5748
O 2.8472 4.6683 2.3597
S 2.4295 4.9594 1.0226
O 3.2599 4.6195 -0.0915
O 2.0427 6.5022 0.9315
C 3.0123 7.4598 1.4020
C 4.1178 7.7029 0.3937
C 0.8171 4.3037 0.7549
H 3.4127 7.1358 2.3638
H 2.4499 8.3755 1.5735
H 4.7464 6.8212 0.2752
H 4.7471 8.5301 0.7229
H 3.6990 7.9429 -0.5834
H 0.1733 4.6104 1.5745
H 0.9139 3.2192 0.7308
H 0.4436 4.6712 -0.1972
O -6.8905 -0.7157 -0.0008
S -6.7924 -1.8814 -0.8259
O -5.8572 -1.9286 -1.9074
O -8.2438 -2.2416 -1.3743
C -8.9902 -1.1924 -2.0231
C -8.5366 -0.9612 -3.4509
C -6.5725 -3.3033 0.1873
H -8.9301 -0.2778 -1.4314
H -10.0260 -1.5257 -2.0058
H -7.5312 -0.5433 -3.4840
H -9.2128 -0.2661 -3.9488
H -8.5218 -1.8996 -4.0048
H -7.3208 -3.2904 0.9746
H -5.5718 -3.2417 0.6100
H -6.6679 -4.1913 -0.4315

---

C6H10O in the gas phase at a distorted geometry. Source: the Open Molecules 2025 dataset; level of theory: ωB97M-V with the def2-TZVPD basis set.

Calculated values
Orbital gap: 5.08 eV
Energy relative to the best compared isomer or geometry (same formula, charge and spin): 5.669 eV
DFT total energy: -8425.571 eV
HOMO energy: -7.241 eV

Positions of all 17 atoms, in Å:
C -1.4158 -0.8547 1.5588
C -0.1842 -0.1544 1.0697
C -0.3157 0.5811 -0.1924
C 0.6088 1.0400 -1.0971
C 0.3512 0.9421 -2.6470
O 1.0309 1.6748 -3.4505
C 1.1182 -0.6793 1.5926
H -1.9748 -0.4983 2.4367
H -1.5160 -1.9340 1.4918
H -2.0823 -0.5903 0.7565
H -1.3280 0.9321 -0.3898
H 1.6713 1.0687 -0.6688
H -0.7606 1.2638 -2.7845
H 0.3393 -0.1627 -2.8750
H 2.0038 -0.0292 1.9406
H 0.9395 -1.2573 2.4383
H 1.5143 -1.3423 0.8202

---

A molecular structure, C7H27O9 at a distorted geometry. Source: the Open Molecules 2025 dataset; level of theory: ωB97M-V with the def2-TZVPD basis set.

Calculated values
Orbital gap: 8.53 eV
Net charge: -1
Energy relative to the best compared isomer or geometry (same formula, charge and spin): 1.300 eV
DFT total energy: -26123.286 eV
HOMO energy: -5.963 eV

Positions of all 43 atoms, in Å:
C -2.4000 -0.0098 -1.7835
O -2.8785 0.1776 -2.8666
C -3.1976 -0.5491 -0.5873
C -2.4645 -1.3748 0.4391
C -1.4374 -0.5645 1.2308
C -0.2616 -0.2607 0.6941
C -1.2082 0.8021 3.2923
C -1.7563 -0.2222 2.6430
H -1.7782 2.4565 -2.7129
H -1.5545 0.6028 -1.4077
H -3.4902 0.4247 -0.1833
H -4.1358 -0.8195 -1.0759
H -1.9969 -2.2920 0.1016
H -3.2108 -1.6850 1.1784
H -0.0411 -0.5219 -0.3204
H 0.4811 0.3564 1.1771
H -1.5695 0.9617 4.3011
H -0.5535 1.5049 2.8058
H -2.4698 -0.9025 3.0965
H 2.0610 -3.6239 -0.1208
H 0.6083 -4.0717 -0.6289
O 1.5076 -4.3263 -0.4530
H -0.8540 3.9224 -0.0891
H -1.0187 3.8527 -1.4999
O -1.5159 4.1927 -0.7409
H 0.3647 -3.9868 1.9669
H 0.3884 -3.0231 3.0942
O -0.2010 -3.6661 2.6819
H 1.4805 3.0343 -1.7940
H 1.1713 1.9393 -2.6906
O 1.0716 2.9140 -2.6547
H 3.1421 -0.9114 -0.0357
H 3.4218 -1.8202 1.1471
O 2.6646 -1.5049 0.6414
H 2.7468 2.2748 1.1964
H 3.7139 1.7723 0.0810
O 3.5322 2.4814 0.6976
H 3.9419 -0.9239 -1.8858
H -1.9417 2.5176 -3.4132
O 3.9911 -0.2113 -1.2466
H 1.0117 0.1145 -1.4317
H 2.8755 0.2888 -1.3188
O 1.7594 0.6800 -1.5251

---

A molecular structure, C40H37AsN4O2PSSc at a distorted geometry. Source: the Open Molecules 2025 dataset; level of theory: ωB97M-V with the def2-TZVPD basis set.

Calculated values
Orbital gap: 6.09 eV
Net charge: +2
Energy relative to the best compared isomer or geometry (same formula, charge and spin): 1.123 eV
DFT total energy: -153789.269 eV
HOMO energy: -12.325 eV

Positions of all 87 atoms, in Å:
Sc -0.1303 -1.9745 0.4186
N -1.3643 -2.1217 2.3968
C -0.3635 -1.7687 3.4592
C 1.0148 -1.6215 2.8425
O 1.8374 -0.8773 3.2698
O 1.1459 -2.3973 1.7183
H -2.2426 -1.6505 2.5973
H -1.5656 -3.1203 2.4677
H -0.3084 -2.5324 4.2353
H -0.6121 -0.8191 3.9234
N -1.0490 -5.7507 -1.5880
C -1.4287 -6.8207 -0.7188
C -1.9185 -7.9980 -1.2481
C -2.2959 -9.0249 -0.3931
C -2.2042 -8.8567 0.9793
C -1.7337 -7.6591 1.5049
C -1.3288 -6.6497 0.6480
S -0.6340 -5.1752 1.3111
N -0.8290 -4.0530 0.0072
C -0.9439 -4.4761 -1.2190
C -0.9090 -3.4447 -2.3006
C -1.5023 -3.6378 -3.5273
C -1.3413 -2.6588 -4.5059
C -0.5740 -1.5496 -4.2169
C -0.0446 -1.4193 -2.9419
N -0.2299 -2.3271 -1.9854
H -1.0349 -5.9538 -2.5753
H -1.9987 -8.1231 -2.3219
H -2.6658 -9.9536 -0.8049
H -2.5004 -9.6539 1.6469
H -1.6639 -7.5246 2.5774
H -2.0931 -4.5217 -3.7261
H -1.8024 -2.7768 -5.4775
H -0.3866 -0.7811 -4.9535
H 0.5576 -0.5619 -2.6761
C 0.5238 2.2881 1.5273
C -0.8810 2.7931 1.8009
As -1.1121 4.7642 1.8985
C -0.7059 5.0412 0.0032
C -1.8143 5.2553 -0.8144
C -1.6741 5.3905 -2.1922
C -0.4154 5.3223 -2.7715
C 0.7030 5.1234 -1.9677
C 0.5576 4.9844 -0.5921
C 0.5786 5.2457 2.7329
C 1.3325 6.3339 2.3042
C 2.4967 6.6904 2.9765
C 2.9158 5.9666 4.0833
C 2.1533 4.8975 4.5354
C 0.9878 4.5471 3.8673
P 0.5202 0.6290 0.7765
C -0.5823 0.7986 -0.6528
C -1.7891 0.0958 -0.5533
C -2.7837 0.2224 -1.5217
C -2.5750 1.0844 -2.5855
C -1.3910 1.8192 -2.6797
C -0.3989 1.6740 -1.7269
C 2.1865 0.3244 0.1191
C 2.4414 -0.8591 -0.5821
C 3.7170 -1.2275 -0.9602
C 4.7811 -0.3942 -0.6333
C 4.5529 0.7771 0.0725
C 3.2645 1.1340 0.4577
H 1.1453 2.2682 2.4242
H 1.0403 2.8957 0.7806
H -1.3003 2.3527 2.7064
H -1.5520 2.5477 0.9735
H -2.8015 5.3257 -0.3715
H -2.5466 5.5744 -2.8065
H -0.3010 5.4552 -3.8402
H 1.6918 5.1015 -2.4103
H 1.4476 4.8754 0.0157
H 1.0097 6.9254 1.4560
H 3.0708 7.5433 2.6381
H 3.8230 6.2448 4.6032
H 2.4574 4.3469 5.4164
H 0.3832 3.7324 4.2556
H -2.0137 -0.4701 0.3598
H -3.7218 -0.3082 -1.4224
H -3.3481 1.2135 -3.3320
H -1.2536 2.5261 -3.4884
H 0.5062 2.2659 -1.8006
H 1.6389 -1.5411 -0.8603
H 3.8859 -2.1512 -1.4971
H 5.7873 -0.6687 -0.9199
H 5.3821 1.4192 0.3376
H 3.1225 2.0382 1.0367

---

A molecular structure, C16H24BrN7O3Rh at a distorted geometry. Source: the Open Molecules 2025 dataset; level of theory: ωB97M-V with the def2-TZVPD basis set.

Calculated values
Orbital gap: 7.82 eV
Net charge: +1
Energy relative to the best compared isomer or geometry (same formula, charge and spin): 0.000 eV
DFT total energy: -106599.793 eV
HOMO energy: -11.557 eV

Positions of all 52 atoms, in Å:
Rh -0.0047 -0.2707 -1.4152
N -1.5786 -0.2115 -2.7113
C -2.5841 -1.2805 -2.4642
C -1.8785 -2.4366 -1.7825
O -2.3120 -3.5640 -1.8235
N -0.7168 -2.0697 -1.1608
C 0.3673 -3.0348 -1.1614
C 1.2869 -2.6134 -2.3138
O 2.0129 -3.3774 -2.8870
O 1.2451 -1.3062 -2.5762
H -1.1362 -0.3870 -3.6135
H -2.0021 0.7094 -2.7677
H -3.3935 -0.9025 -1.8443
H -3.0174 -1.6337 -3.3974
H 0.9101 -3.0248 -0.2119
H -0.0072 -4.0409 -1.3356
C 4.9947 -0.9678 1.3027
C 4.0959 -0.1392 0.4332
C 4.5479 0.9924 -0.2396
C 3.6874 1.7380 -1.0319
C 2.3862 1.3022 -1.1093
Br 1.0960 2.1846 -2.2011
N 1.9168 0.2381 -0.4812
C 2.7608 -0.4797 0.2672
H 6.0393 -0.8162 1.0396
H 4.7672 -2.0282 1.2035
H 4.8702 -0.6941 2.3517
H 5.5865 1.2877 -0.1592
H 4.0186 2.6080 -1.5789
H 2.3497 -1.3679 0.7311
C -0.3621 1.7656 0.9330
N -1.0568 2.2684 2.0915
C -2.3818 2.7431 1.6928
N -3.1654 1.6632 1.0904
C -2.4650 1.1632 -0.0658
N -1.1019 0.6321 0.2601
C -1.2861 -0.4352 1.3132
N -1.9793 0.0710 2.4735
C -1.2189 1.1765 3.0557
C -3.2931 0.5727 2.0664
H 0.6113 1.3897 1.2401
H -0.2320 2.5656 0.2054
H -2.2745 3.5568 0.9731
H -2.9071 3.1201 2.5694
H -2.3464 1.9664 -0.7990
H -3.0457 0.3478 -0.4935
H -0.2929 -0.7887 1.5977
H -1.8379 -1.2599 0.8695
H -0.2350 0.8174 3.3628
H -1.7436 1.5501 3.9343
H -3.8238 0.9414 2.9431
H -3.8704 -0.2411 1.6245

---

C5H8 in the gas phase at a distorted geometry. Source: the Open Molecules 2025 dataset; level of theory: ωB97M-V with the def2-TZVPD basis set.

Calculated values
Orbital gap: 10.34 eV
SMILES: C=CC(=C)C
Energy relative to the best compared isomer or geometry (same formula, charge and spin): 1.158 eV
DFT total energy: -5313.009 eV
HOMO energy: -9.167 eV

Positions of all 13 atoms, in Å:
C 0.6814 -0.2543 -1.8438
C 0.4881 0.4906 -0.7693
C -0.3024 0.0620 0.3877
C -1.4433 -0.5454 0.3794
C 0.4666 0.2924 1.6265
H 1.4159 -0.0889 -2.6207
H 0.1808 -1.2473 -1.9173
H 1.0290 1.3989 -0.7504
H -2.0103 -0.7652 1.2408
H -2.0995 -0.5871 -0.5199
H 0.1487 -0.3635 2.5213
H 1.5165 -0.0032 1.5098
H 0.4758 1.3845 1.8540

---

3 unconnected molecules or ions with the total composition C4H14O3 at a distorted geometry. Source: the Open Molecules 2025 dataset; level of theory: ωB97M-V with the def2-TZVPD basis set.

Calculated values
Orbital gap: 11.08 eV
SMILES: CCCCO.O.O
Energy relative to the best compared isomer or geometry (same formula, charge and spin): 1.273 eV
DFT total energy: -10516.657 eV
HOMO energy: -10.403 eV

Positions of all 21 atoms, in Å:
C 0.0513 -2.1924 -1.2134
C -1.1084 -1.6393 -0.3437
C -0.6821 -0.6316 0.6624
C 0.3869 -0.9454 1.6679
O 0.4042 -0.0513 2.7598
H 1.0725 -2.2909 -0.8700
H -0.2402 -3.1863 -1.5098
H 0.0342 -1.5326 -2.0918
H -1.6326 -2.5076 0.0444
H -1.8292 -1.1779 -1.0077
H -1.5708 -0.3830 1.2791
H -0.5469 0.3038 0.0725
H 0.3378 -1.9687 2.0854
H 1.3607 -0.8547 1.1644
H -0.3924 0.4783 2.8242
O 3.8111 2.1468 2.0976
H 3.0915 1.5961 1.7811
H 3.9237 1.9856 3.0314
O -2.8215 2.6000 -4.9878
H -3.1239 2.3237 -5.8497
H -3.5246 2.1732 -4.4861

---

C3H5NO in the gas phase at a distorted geometry. Source: the Open Molecules 2025 dataset; level of theory: ωB97M-V with the def2-TZVPD basis set.

Calculated values
Orbital gap: 11.07 eV
SMILES: O=C[C@@H]1CN1
Energy relative to the best compared isomer or geometry (same formula, charge and spin): 3.262 eV
DFT total energy: -6726.310 eV
HOMO energy: -10.278 eV

Positions of all 10 atoms, in Å:
O 2.4020 0.0097 -0.1657
C 1.2674 -0.3147 0.0902
C 0.1275 -0.0727 -0.6710
C -1.0256 0.5376 0.0646
N -0.9366 -0.9890 -0.2507
H 0.9666 -0.5693 1.0577
H 0.2429 0.3405 -1.5964
H -0.7942 1.1524 1.1319
H -1.6593 1.2561 -0.4019
H -0.5907 -1.3507 0.7413